Entry from the OMol25 dataset: an isolated ion of composition C4H13N2 and charge +1 at a distorted geometry (ωB97M-V/def2-TZVPD).

Positions of all 19 atoms, in Å:
C -1.52374 -0.34879 -0.76720
C -0.16432 0.14547 -0.30531
C 0.19701 1.50591 -1.00364
N -0.33307 0.61230 1.37180
C 1.04344 -0.79536 -0.18970
N 1.00938 -1.50057 1.06034
H -2.20310 0.52846 -0.86828
H -1.42702 -0.78063 -1.76892
H -1.71729 -1.10767 -0.02711
H 1.20740 1.48629 -1.36446
H -0.41070 1.57831 -1.92043
H 0.28045 2.41064 -0.34758
H -1.25359 0.92027 1.55577
H 0.21570 1.39592 1.61280
H 0.10169 -0.19255 1.95136
H 2.01241 -0.21585 -0.22716
H 0.96473 -1.44694 -1.01653
H 1.80291 -2.11977 1.08566
H 0.19768 -2.07543 1.16858

Results
* orbital gap: 11.5 eV
* relative energy (zero: lowest compared OMol25 entry of this formula, charge and spin): 154.1 kJ/mol
* E_tot: -269.4420 Eh
* highest occupied orbital energy: -14.529 eV
* SMILES: CC(C)([NH3+])CN
* net charge: +1
* max |F|: 3.925 eV/A



Entry from the OMol25 dataset: C4H13N2 as an isolated structure at a distorted geometry (ωB97M-V/def2-TZVPD).

Positions of all 19 atoms, in Å:
N 1.25075 0.89061 2.18130
C 0.73127 0.48822 -0.70153
C 0.15748 1.58046 0.15555
C 0.30650 -0.91000 -0.20173
N -1.38547 -0.96909 0.00065
C -1.75374 -1.49620 -1.29711
H 1.80041 0.63939 -0.47842
H 0.88287 0.95327 3.13216
H 2.19512 1.27439 2.14640
H 0.59202 0.54541 -1.78105
H -0.93387 1.35918 0.23995
H 0.30312 2.56151 -0.29343
H 0.47595 1.47320 1.36670
H 0.53237 -1.68845 -0.91899
H 0.92888 -1.15311 0.66160
H -0.65644 -0.43145 0.60688
H -1.18592 -0.95198 -2.05725
H -1.41850 -2.54455 -1.34651
H -2.82280 -1.62081 -1.41516

Results
* orbital gap: 4.7 eV
* relative energy (zero: lowest compared OMol25 entry of this formula, charge and spin): 1027.7 kJ/mol
* E_tot: -269.1093 Eh
* highest occupied orbital energy: -12.721 eV
* net charge: +1
* max |F|: 5.140 eV/A



Entry from the OMol25 dataset: a 2-piece molecular cluster, C4H13N2 overall at a distorted geometry (ωB97M-V/def2-TZVPD).

Positions of all 19 atoms, in Å:
C 2.31837 0.17021 -0.72657
C 0.93298 -0.54932 -0.57891
C 0.21363 -0.28847 0.66687
C -0.50756 0.93551 0.99884
N -0.95508 1.76710 -0.07716
N -2.21397 -1.50864 -0.09594
H 2.29305 1.18562 -0.33176
H 2.44549 0.31399 -1.79500
H 3.08866 -0.42896 -0.25776
H 1.10216 -1.59008 -0.85151
H 0.26804 -0.15062 -1.35314
H 0.56738 -0.81474 1.55662
H -1.31564 0.73987 1.72064
H 0.23077 1.56119 1.52967
H -0.83255 2.74729 0.06695
H -2.29570 -2.44080 -0.49987
H -1.46973 1.44928 -0.88040
H -1.21733 -1.41232 0.10552
H -2.65297 -1.68611 0.80292

Results
* orbital gap: 6.9 eV
* relative energy (zero: lowest compared OMol25 entry of this formula, charge and spin): 375.8 kJ/mol
* E_tot: -269.3576 Eh
* highest occupied orbital energy: -13.748 eV
* net charge: +1
* max |F|: 3.145 eV/A



Entry from the OMol25 dataset: a 2-piece molecular cluster, C4H13N2 overall at a distorted geometry (ωB97M-V/def2-TZVPD).

Positions of all 19 atoms, in Å:
N 0.39911 -1.04544 0.24697
C 1.58476 -1.43664 -0.44209
C 2.83071 -0.48093 -0.09459
N -1.77900 0.42717 0.12842
C -1.30821 1.26837 1.25549
C -1.90236 1.16475 -1.09540
H -1.05192 -0.35397 0.00140
H 0.21536 -1.80984 0.87127
H 3.73227 -0.94490 -0.61447
H 2.02054 -2.42891 -0.18697
H 1.39205 -1.47759 -1.53156
H 2.80680 0.57125 -0.03835
H 2.89392 -0.83969 0.96508
H -0.27502 1.72976 1.06690
H -2.13236 1.93138 1.60147
H -1.27536 0.54079 2.04177
H -2.31345 0.71792 -2.05868
H -2.63276 1.94738 -1.00975
H -0.95018 1.65098 -1.47626

Results
* orbital gap: 4.9 eV
* relative energy (zero: lowest compared OMol25 entry of this formula, charge and spin): 737.1 kJ/mol
* E_tot: -269.2200 Eh
* highest occupied orbital energy: -13.563 eV
* net charge: +1
* max |F|: 3.477 eV/A



Entry from the OMol25 dataset: C4H13N2 as an isolated structure at a distorted geometry (ωB97M-V/def2-TZVPD).

Positions of all 19 atoms, in Å:
C -0.50493 1.44708 1.84555
C 1.42329 0.20375 -0.37176
C -0.29724 -0.29553 -1.86742
C -0.30000 -1.46661 0.29585
N -0.79098 0.95579 0.05266
N 0.02238 -0.14852 -0.42897
H 0.12326 2.26127 1.66294
H -1.58001 1.80798 2.11185
H 0.02342 0.65571 2.43348
H 2.07852 -0.30532 -1.10753
H 1.52930 1.25024 -0.70682
H 1.85907 -0.13351 0.55788
H -1.34963 -0.44543 -2.07740
H -0.07071 0.70866 -2.33511
H 0.34588 -1.07361 -2.32452
H -0.52259 -2.26068 -0.42784
H 0.53747 -1.73964 0.84798
H -1.23851 -1.38422 0.78235
H -1.71796 0.54407 0.24440

Results
* orbital gap: 12.1 eV
* relative energy (zero: lowest compared OMol25 entry of this formula, charge and spin): 405.5 kJ/mol
* E_tot: -269.3462 Eh
* highest occupied orbital energy: -14.935 eV
* net charge: +1
* max |F|: 3.863 eV/A



Entry from the OMol25 dataset: a 2-piece molecular cluster, C4H13N2O overall at a distorted geometry (ωB97M-V/def2-TZVPD).

Positions of all 20 atoms, in Å:
C -0.20814 0.64555 -2.69050
N -0.97230 1.68218 -2.01028
C -1.34161 1.31834 -0.67985
O -0.25901 0.88347 0.09689
H 0.54695 0.30224 -1.95033
H 0.26156 1.08382 -3.61087
H -0.87020 -0.15657 -2.93224
H -0.46625 2.51499 -1.97924
H -2.13248 0.52150 -0.79938
H -1.83579 2.21078 -0.24398
C 0.68627 -1.94733 0.87007
C 1.19261 -1.02195 1.98458
N 0.06827 -0.26397 2.57946
H 0.22720 -1.32580 0.09596
H 1.48619 -2.53260 0.42862
H -0.08290 -2.63153 1.28815
H 1.66663 -1.60924 2.80595
H 1.94605 -0.34522 1.52403
H 0.37390 0.29157 3.39081
H -0.28693 0.37977 1.83212

Results
* orbital gap: 7.2 eV
* relative energy (zero: lowest compared OMol25 entry of this formula, charge and spin): 75.2 kJ/mol
* E_tot: -344.9322 Eh
* highest occupied orbital energy: -2.943 eV
* net charge: -1
* max |F|: 2.576 eV/A



Entry from the OMol25 dataset: a 2-piece molecular cluster, C4H13N2O overall at a distorted geometry (ωB97M-V/def2-TZVPD).

Positions of all 20 atoms, in Å:
C 1.95977 1.68672 0.85025
C 1.84079 0.74258 -0.37078
C 0.54867 0.03230 -0.39243
C 0.29289 -1.20394 -0.01048
N -0.98819 -1.85688 -0.36591
N 0.74096 2.48699 0.96918
H 2.85522 2.29135 0.77451
H 1.94123 1.01999 1.70941
H 2.70255 0.07024 -0.30744
H 2.09656 1.27374 -1.29034
H -0.27584 0.54050 -0.89262
H 0.94029 -1.88358 0.52444
H -1.53091 -1.22725 -0.96105
H -0.77223 -2.61544 -1.00820
H -1.55909 -2.11318 0.43675
H 0.85111 3.39450 1.39129
H 0.19423 2.58190 0.12814
H -3.97933 -2.49341 -0.70153
H -4.25878 -1.07298 -0.04848
O -3.59991 -1.65416 -0.43471

Results
* orbital gap: 8.8 eV
* relative energy (zero: lowest compared OMol25 entry of this formula, charge and spin): 228.7 kJ/mol
* E_tot: -344.6797 Eh
* highest occupied orbital energy: -12.147 eV
* net charge: +1
* max |F|: 2.031 eV/A



Entry from the OMol25 dataset: a 2-piece molecular cluster, C4H13N2O overall at a distorted geometry (ωB97M-V/def2-TZVPD).

Positions of all 20 atoms, in Å:
C 3.01387 0.70661 0.05628
C -1.71281 0.81328 0.09134
C 1.55077 0.42826 -0.38777
C -2.01487 -0.64930 -0.19240
N -3.29662 -0.94813 -0.35852
N 0.98555 -0.68097 0.50642
O -1.24558 -1.60001 -0.35339
H 3.59490 1.19758 -0.64059
H 2.97246 1.36188 0.97181
H 3.47002 -0.20624 0.34556
H -2.57215 1.27697 0.53731
H -1.52893 1.35654 -0.82936
H -0.94263 0.96052 0.79195
H 1.63656 0.09883 -1.48235
H 0.98867 1.36009 -0.20467
H -4.04078 -0.29026 -0.60559
H -3.64145 -1.92378 -0.13201
H 1.48901 -1.54550 0.24932
H 1.21596 -0.51614 1.54144
H 0.07804 -1.20024 0.09522

Results
* orbital gap: 11.5 eV
* relative energy (zero: lowest compared OMol25 entry of this formula, charge and spin): 147.9 kJ/mol
* E_tot: -344.7105 Eh
* highest occupied orbital energy: -14.395 eV
* net charge: +1
* max |F|: 3.645 eV/A



Entry from the OMol25 dataset: a 2-piece molecular cluster, C4H13N2O overall at a distorted geometry (ωB97M-V/def2-TZVPD).

Positions of all 20 atoms, in Å:
C 1.74200 1.76522 0.47660
C 1.60377 0.72141 -0.63777
C 0.14460 0.39388 -1.01935
N -2.27422 -1.15153 -0.01318
C -1.73071 -0.05405 0.53076
N -0.81820 0.74351 0.07590
H 1.33008 2.72379 0.14118
H 2.76865 2.04394 0.72538
H 1.24315 1.41629 1.38661
H 2.05379 1.21460 -1.48773
H 2.18094 -0.18864 -0.48847
H -0.16657 1.00305 -1.87915
H 0.02283 -0.67482 -1.17453
H -3.17249 -1.19859 -0.46042
H -1.71619 -2.01779 0.08692
H -2.32165 0.49278 1.28863
H -0.93110 1.74531 0.13524
H -0.23960 -3.64644 1.16705
H 0.48794 -2.34970 0.67559
O -0.20701 -2.98222 0.47071

Results
* orbital gap: 9.9 eV
* relative energy (zero: lowest compared OMol25 entry of this formula, charge and spin): 249.6 kJ/mol
* E_tot: -344.6718 Eh
* highest occupied orbital energy: -14.667 eV
* net charge: +1
* max |F|: 4.580 eV/A



Entry from the OMol25 dataset: a 2-piece molecular cluster, C4H13N2O overall (ωB97M-V/def2-TZVPD).

Positions of all 20 atoms, in Å:
C -0.89387 -2.11516 -1.66448
N -1.36233 -1.70135 -0.34403
C -1.37957 -0.47394 0.07757
N -1.68090 -0.13076 1.32540
H -1.71045 -2.15706 -2.38126
H -0.43264 -3.09272 -1.58536
H -0.14295 -1.41225 -2.00828
H -1.59349 -2.40963 0.34220
H -1.17965 0.33495 -0.60553
H -1.73747 -0.82133 2.06056
H -1.42792 0.81088 1.58673
C 1.75567 0.82821 0.48190
O 1.32205 0.36657 -0.80589
C 1.25525 2.25983 0.75753
H 1.34453 0.16005 1.23626
H 2.84249 0.76763 0.52752
H 1.67234 0.97979 -1.45448
H 0.25238 2.35550 0.33597
H 1.20102 2.45020 1.82897
H 1.89551 3.00058 0.28870

Results
* orbital gap: 10.8 eV
* relative energy (zero: lowest compared OMol25 entry of this formula, charge and spin): 127.3 kJ/mol
* E_tot: -344.7184 Eh
* highest occupied orbital energy: -14.161 eV
* net charge: +1
* max |F|: 0.755 eV/A



Entry from the OMol25 dataset: a 2-piece molecular cluster, C4H13N2O overall (ωB97M-V/def2-TZVPD).

Positions of all 20 atoms, in Å:
N -1.79128 -1.88208 -0.16821
C -1.42927 -1.85197 -1.43105
N -0.64390 -0.94702 -1.93232
H -1.39530 -1.22871 0.49424
H -2.19053 -2.72629 0.21515
H -1.81180 -2.63468 -2.07033
H -0.61276 -0.83819 -2.93460
H -0.05619 -0.31090 -1.36118
C 1.32411 0.14392 1.56162
C 1.13039 1.24756 0.53882
C -0.22098 1.90101 0.64929
O 1.23335 0.70802 -0.80895
H 2.23627 -0.41578 1.37129
H 0.47290 -0.53865 1.57898
H 1.37975 0.57545 2.56170
H 1.92773 1.98444 0.64936
H -0.40790 2.21854 1.67341
H -1.01291 1.20769 0.35040
H -0.30516 2.80583 0.04407
H 2.17347 0.58181 -0.98170

Results
* orbital gap: 11.2 eV
* relative energy (zero: lowest compared OMol25 entry of this formula, charge and spin): 75.3 kJ/mol
* E_tot: -344.7382 Eh
* highest occupied orbital energy: -14.506 eV
* net charge: +1
* max |F|: 0.618 eV/A



Entry from the OMol25 dataset: a 2-piece molecular cluster, C4H13N2O overall at a distorted geometry (ωB97M-V/def2-TZVPD).

Positions of all 20 atoms, in Å:
C 0.50671 2.10865 0.39484
C 0.74947 1.47540 -0.97030
C 0.52581 -0.00693 -0.90066
C -0.29935 -0.62940 -1.73775
N -0.98328 -1.84903 -1.45093
N 0.66060 -0.76578 0.36403
H 0.61608 3.18938 0.55232
H -0.57989 2.03315 0.60856
H 1.08771 1.65269 1.18652
H 1.76775 1.65261 -1.32283
H 0.06943 1.97348 -1.65982
H -0.74718 -0.05609 -2.55054
H -0.85482 -2.55609 -2.16000
H -1.96080 -1.64710 -1.27710
H 1.53459 -1.26280 0.54404
H -0.00035 -1.55989 0.31052
H 0.31807 -0.38813 1.28895
H -1.45057 -1.49439 2.64071
H -0.35611 -0.82318 3.51160
O -0.60386 -1.04655 2.62785

Results
* orbital gap: 11.1 eV
* relative energy (zero: lowest compared OMol25 entry of this formula, charge and spin): 210.4 kJ/mol
* E_tot: -344.6867 Eh
* highest occupied orbital energy: -14.117 eV
* net charge: +1
* max |F|: 2.133 eV/A